Entry 1:
C5H9NO in the gas phase in a non-equilibrium geometry. Source: the Open Molecules 2025 dataset; level of theory: the ωB97M-V functional and the def2-TZVPD basis.

The calculation puts the energy relative to the best compared isomer or geometry (same formula, charge and spin) at 1.222 eV. The HOMO-LUMO gap is 10.508 eV. As for the energy: -8867.9910 eV. The calculation puts the max |F| at 2.60 eV Å⁻¹. Its HOMO energy is -0.3523 Eh. Its SMILES is C=CCCC(N)=O.

XYZ file:
```
16
Properties=species:S:1:pos:R:3:mulliken_charge:R:1
C 1.128 0.754 0.326 -0.485
C -0.347 0.851 -0.059 -0.944
C -1.339 0.146 0.883 -0.141
C -2.541 -0.171 0.433 -0.715
C 1.871 -0.397 -0.283 0.450
N 1.223 -1.367 -0.980 -0.336
O 3.085 -0.471 -0.167 -0.648
H 1.615 1.681 0.010 0.277
H 1.322 0.809 1.394 0.347
H -0.540 0.595 -1.101 0.502
H -0.629 1.915 -0.107 0.434
H -0.772 -0.335 1.680 0.306
H -3.238 -0.837 0.922 0.279
H -2.889 0.266 -0.499 0.240
H 0.220 -1.418 -1.013 0.207
H 1.831 -2.022 -1.441 0.227
```

Entry 2:
A molecular structure, C11H20NS in a non-equilibrium geometry. Source: the Open Molecules 2025 dataset; level of theory: the ωB97M-V functional and the def2-TZVPD basis.

The calculation puts the energy relative to the best compared isomer or geometry (same formula, charge and spin) at 1.777 eV. The HOMO-LUMO gap is 10.288 eV. The total charge is +1. As for the energy: -24046.8967 eV. The calculation puts the max |F| at 6.06 eV Å⁻¹. Its HOMO energy is -0.4721 Eh.

XYZ file:
```
33
Properties=species:S:1:pos:R:3:mulliken_charge:R:1
C -1.173 0.404 -0.717 -0.821
C -1.550 1.615 -0.522 0.469
C -0.495 2.580 -0.147 -0.740
C 0.214 2.030 1.129 -0.641
C 0.087 -1.390 1.306 -0.480
C 0.139 -0.121 -0.637 -0.381
C 1.137 1.016 0.734 0.688
C -2.998 2.084 -0.557 -1.314
C 2.456 1.531 0.112 -1.376
C 0.588 -3.993 -0.456 -1.198
C 1.016 -2.548 -0.640 -0.307
N 0.095 -1.551 -0.200 0.223
S 1.404 -0.360 1.963 -0.044
H -1.971 -0.206 -1.201 0.261
H 0.177 2.811 -1.039 0.306
H -0.946 3.474 0.201 0.450
H 0.705 2.970 1.611 0.287
H -0.535 1.623 1.918 0.324
H -0.959 -1.006 1.622 0.401
H 0.317 -2.359 1.988 0.321
H 0.636 0.026 -1.602 0.360
H -3.639 1.127 -0.872 0.332
H -3.259 2.889 -1.252 0.347
H -3.479 2.238 0.497 0.261
H 2.318 2.472 -0.319 0.399
H 2.827 0.840 -0.602 0.392
H 3.087 1.817 0.936 0.432
H 0.365 -4.051 0.629 0.312
H -0.344 -4.294 -1.020 0.319
H 1.369 -4.733 -0.608 0.388
H 1.226 -2.500 -1.794 0.297
H 2.045 -2.492 -0.137 0.303
H -0.858 -1.944 -0.323 0.430
```

Entry 3:
2 unconnected molecules or ions with the total composition C6H10S in a non-equilibrium geometry. Source: the Open Molecules 2025 dataset; level of theory: the ωB97M-V functional and the def2-TZVPD basis.

The calculation puts the energy relative to the best compared isomer or geometry (same formula, charge and spin) at 6.102 eV. The HOMO-LUMO gap is 8.391 eV. As for the energy: -17213.5213 eV. The calculation puts the max |F| at 6.37 eV Å⁻¹. Its HOMO energy is -0.3082 Eh.

XYZ file:
```
17
Properties=species:S:1:pos:R:3:mulliken_charge:R:1
C -1.553 0.153 -0.878 0.051
C -2.196 0.006 0.289 -0.285
C -0.998 0.333 -2.021 -0.554
C 2.385 -0.586 -0.864 -0.167
C -2.114 1.076 1.302 -1.164
C 1.742 -1.121 0.349 -0.587
S 3.884 0.035 -0.874 -0.128
H -2.610 -0.877 0.436 0.477
H -1.618 0.750 -2.890 0.228
H 0.120 0.122 -2.036 0.216
H -1.911 0.776 2.380 0.287
H -3.044 1.454 1.472 0.437
H -1.459 1.910 1.163 0.344
H 0.829 -1.679 0.091 0.237
H 1.442 -0.171 0.867 0.241
H 2.535 -1.612 1.176 0.288
H 4.566 -0.570 0.038 0.078
```

Entry 4:
A gas-phase ion, C10H13IP (charge +1) in a non-equilibrium geometry. Source: the Open Molecules 2025 dataset; level of theory: the ωB97M-V functional and the def2-TZVPD basis.

The calculation puts the energy relative to the best compared isomer or geometry (same formula, charge and spin) at 0.000 eV. The HOMO-LUMO gap is 9.451 eV. The total charge is +1. As for the energy: -27962.1355 eV. The calculation puts the max |F| at 4.34 eV Å⁻¹. Its HOMO energy is -0.4872 Eh.

XYZ file:
```
25
Properties=species:S:1:pos:R:3:mulliken_charge:R:1
C 1.887 3.675 0.038 -0.426
C 2.365 2.717 0.844 -0.510
C 0.853 3.437 -0.778 -0.720
C 1.786 1.462 0.886 -0.315
C 0.165 2.230 -0.790 -0.486
C 0.757 1.298 0.031 0.946
C -1.659 -2.616 -0.992 -0.543
C -1.447 -3.034 0.477 -0.442
C -0.376 -1.807 -1.300 -0.702
C -0.605 -2.042 1.320 -0.726
P -0.427 -0.588 0.110 0.006
I -2.599 0.391 0.356 0.138
H 2.290 4.638 0.118 0.424
H 3.165 3.030 1.432 0.428
H 0.399 4.281 -1.215 0.360
H 2.067 0.832 1.705 0.369
H -0.770 2.067 -1.334 0.311
H -1.830 -3.357 -1.727 0.410
H -2.454 -1.843 -1.056 0.215
H -2.438 -3.175 0.912 0.312
H -0.913 -4.108 0.570 0.279
H 0.664 -2.325 -1.204 0.363
H -0.396 -1.190 -2.147 0.431
H -0.936 -1.613 2.241 0.491
H 0.453 -2.359 1.504 0.386
```

Entry 5:
A molecular structure, C2H3I3S in a non-equilibrium geometry. Source: the Open Molecules 2025 dataset; level of theory: the ωB97M-V functional and the def2-TZVPD basis.

The calculation puts the energy relative to the best compared isomer or geometry (same formula, charge and spin) at 2.388 eV. The HOMO-LUMO gap (spin up / spin down) is 7.239 / 7.240 eV. As for the energy: -37256.3591 eV. The calculation puts the max |F| at 3.74 eV Å⁻¹. Its HOMO energy (spin up / spin down) is -0.3002 / -0.3002 Eh.

XYZ file:
```
9
Properties=species:S:1:pos:R:3:mulliken_charge:R:1
C 0.105 -0.971 -0.466 -0.444
C 0.419 1.282 0.118 -0.697
S -1.548 -1.438 -0.238 -0.125
I 1.701 1.895 -1.491 0.140
I 1.393 1.410 2.063 0.114
I -1.488 2.136 0.194 0.175
H 0.616 -1.454 0.312 0.352
H 0.266 -0.619 -1.477 0.325
H -1.464 -2.242 0.985 0.160
```

Entry 6:
A molecular structure, C23H19BrCl2MnN3O7S in a non-equilibrium geometry. Source: the Open Molecules 2025 dataset; level of theory: the ωB97M-V functional and the def2-TZVPD basis.

The calculation puts the energy relative to the best compared isomer or geometry (same formula, charge and spin) at 0.609 eV. The HOMO-LUMO gap (spin up / spin down) is 7.317 / 7.327 eV. The total charge is -1. As for the energy: -180209.5971 eV. The calculation puts the max |F| at 2.40 eV Å⁻¹. Its HOMO energy (spin up / spin down) is -0.1991 / -0.2008 Eh. The multiplicity is 6.

XYZ file:
```
57
Properties=species:S:1:pos:R:3:mulliken_charge:R:1
Mn -0.718 0.649 -1.261 0.194
Br -1.868 1.973 -3.354 -0.252
C -3.538 1.385 -2.584 0.647
C -4.668 1.532 -3.385 -0.749
C -5.925 1.246 -2.798 -0.358
C -6.026 0.725 -1.556 -0.837
C -4.908 0.519 -0.756 0.650
C -4.969 0.062 0.590 -0.743
C -3.883 0.048 1.412 -0.914
C -2.640 0.484 0.922 -0.482
C -2.455 0.792 -0.393 0.221
C -3.607 0.893 -1.243 0.958
H -4.608 1.910 -4.426 0.338
H -6.842 1.482 -3.349 0.347
H -7.014 0.471 -1.163 0.332
H -5.925 -0.304 0.961 0.327
H -3.964 -0.232 2.469 0.422
H -1.851 0.607 1.650 0.500
C 4.207 -1.259 1.059 -1.053
C 3.951 -0.662 -0.280 0.008
N 2.771 -0.382 -0.823 -0.339
C 3.078 0.188 -2.050 0.432
C 4.451 0.214 -2.228 0.020
N 4.973 -0.304 -1.090 -0.060
C 5.421 0.583 -3.281 0.572
O 4.977 1.135 -4.392 -0.557
O 6.607 0.347 -3.046 -0.670
C 1.997 0.664 -2.985 0.034
O 2.367 1.082 -4.098 -0.929
O 0.763 0.597 -2.630 -0.451
H 3.443 -0.912 1.754 0.159
H 5.187 -0.980 1.477 0.391
H 4.145 -2.368 0.974 0.231
H 5.989 -0.378 -0.952 0.296
H 3.954 1.212 -4.391 0.505
Cl 1.075 2.551 0.021 -0.006
C 0.328 4.185 0.206 -0.509
Cl -0.956 4.628 -0.946 -0.120
H 1.123 4.914 0.136 0.362
H -0.101 4.187 1.200 0.297
N 0.109 -1.118 -0.339 0.330
C 0.149 -1.483 1.043 0.527
C 0.667 -0.583 1.993 -0.230
C 0.692 -0.932 3.333 -0.732
C 0.272 -2.224 3.729 -0.078
C -0.192 -3.158 2.767 -0.839
C -0.310 -2.763 1.423 -0.702
S 0.562 -2.663 5.408 1.264
O 0.655 -1.386 6.154 -0.735
O -0.530 -3.518 5.869 -0.693
O 1.887 -3.291 5.270 -0.685
H -0.314 -1.902 -0.854 0.251
H 1.137 -1.028 -0.662 0.656
H 1.076 0.350 1.625 0.261
H 1.055 -0.225 4.074 0.471
H -0.517 -4.140 3.113 0.389
H -0.742 -3.423 0.682 0.333
```

Entry 7:
8 unconnected molecules or ions with the total composition H14NO10 in a non-equilibrium geometry. Source: the Open Molecules 2025 dataset; level of theory: the ωB97M-V functional and the def2-TZVPD basis.

The calculation puts the energy relative to the best compared isomer or geometry (same formula, charge and spin) at 2.457 eV. The HOMO-LUMO gap is 9.430 eV. The total charge is -1. As for the energy: -22189.9905 eV. The calculation puts the max |F| at 8.49 eV Å⁻¹. Its HOMO energy is -0.2440 Eh.

XYZ file:
```
25
Properties=species:S:1:pos:R:3:mulliken_charge:R:1
N 0.476 -0.026 0.937 1.047
O 1.073 0.040 -0.157 -0.571
O -0.012 1.077 1.388 -0.816
O -0.304 -0.965 0.980 -0.659
O -0.049 -2.295 -1.554 -0.690
H 0.041 -1.424 -1.126 0.324
H 0.521 -2.940 -1.088 0.319
O -0.590 0.587 -2.301 -0.635
H -0.572 1.538 -2.506 0.288
H 0.265 0.406 -1.934 0.285
O 3.434 -1.972 -1.026 -0.605
H 4.100 -1.696 -1.601 0.271
H 3.128 -1.184 -0.538 0.318
O -2.672 0.860 1.939 -0.718
H -2.828 1.546 2.617 0.308
H -1.727 0.694 1.886 0.394
O 1.898 3.080 0.100 -0.630
H 1.599 2.196 0.325 0.344
H 2.362 2.856 -0.631 0.276
O -1.826 -3.007 1.998 -0.643
H -1.897 -3.088 1.071 0.289
H -1.223 -2.291 2.017 0.448
O -1.966 2.203 -0.475 -0.675
H -1.057 1.969 -0.722 0.348
H -2.171 1.842 0.412 0.384
```

Q: Which value of max |F| does entry 3 give?
A: 6.37 eV Å⁻¹

Q: Which of these has the lowest energy relative to the best compared isomer or geometry (same formula, charge and spin)?
A: C10H13IP

Q: Look up the max |F| of the fourth one.
A: 4.34 eV Å⁻¹